# C29H53BIrO2P2

A structure of composition C29H53BIrO2P2 in a non-equilibrium geometry (ωB97M-V with the def2-TZVPD basis set, the Open Molecules 2025 dataset).

```
! wB97M-V def2-TZVPD RIJCOSX def2/J DEFGRID3
* xyz 1 5
Ir 0.668 0.817 1.389
C 2.318 0.695 2.843
C 2.491 1.846 1.980
C 0.497 2.118 3.164
C 1.090 0.843 3.556
C 1.370 2.734 2.216
C 3.308 -0.419 3.013
H 3.921 -0.545 2.116
H 2.807 -1.368 3.220
H 3.987 -0.206 3.850
C 0.508 -0.094 4.568
H 0.986 -1.076 4.517
H -0.563 -0.233 4.389
H 0.640 0.295 5.587
C -0.779 2.673 3.717
H -0.600 3.207 4.660
H -1.495 1.867 3.908
H -1.241 3.373 3.016
C 1.206 4.101 1.623
H 1.611 4.866 2.300
H 0.152 4.335 1.447
H 1.739 4.188 0.673
C 3.713 2.166 1.173
H 4.425 2.774 1.749
H 3.455 2.726 0.269
H 4.232 1.254 0.863
C 1.085 -3.336 -4.565
C 2.378 -3.056 -4.364
C 3.343 -2.262 -5.207
C 2.743 -1.321 -6.274
C 1.832 -0.268 -5.691
C 0.532 -0.361 -5.383
C -0.420 -1.519 -5.527
C 0.194 -2.924 -5.712
H 4.043 -2.956 -5.698
H 2.238 -1.904 -7.046
H 3.961 -1.662 -4.524
H 0.720 -2.981 -6.667
H 0.589 -3.917 -3.786
H 2.824 -3.454 -3.452
H -0.634 -3.639 -5.781
H -1.058 -1.535 -4.632
H 0.071 0.531 -4.959
H -1.104 -1.318 -6.367
H 3.579 -0.817 -6.775
H 2.316 0.683 -5.468
P 1.040 -0.951 0.003
C 0.540 -2.670 0.414
C 2.673 -1.222 -0.805
P -0.034 1.360 -0.707
C -0.068 -0.374 -1.372
C 1.045 2.283 -1.881
C -1.678 2.104 -1.053
H -0.375 -2.611 1.008
H 1.325 -3.132 1.021
H 0.376 -3.274 -0.485
H 2.566 -1.763 -1.751
H 3.313 -1.805 -0.135
H 3.156 -0.260 -0.988
H -1.990 1.941 -2.091
H -1.629 3.180 -0.856
H -2.393 1.652 -0.362
H -1.067 -0.781 -1.188
H 0.234 -0.552 -2.410
H 0.911 3.357 -1.723
H 0.799 2.045 -2.922
H 2.092 2.037 -1.688
C -4.437 0.179 0.842
C -3.730 0.463 2.192
C -4.698 1.320 3.044
O -2.581 1.217 1.921
B -1.530 0.195 1.849
O -1.920 -1.102 2.421
C -3.220 -0.847 2.926
C -3.150 -0.687 4.471
C -4.115 -2.077 2.668
H -5.388 -0.375 0.999
H -3.785 -0.407 0.162
H -4.693 1.135 0.334
H -4.995 2.234 2.488
H -5.613 0.746 3.302
H -4.216 1.672 3.979
H -4.168 -0.586 4.905
H -2.677 -1.579 4.933
H -2.593 0.208 4.789
H -4.150 -2.335 1.590
H -3.709 -2.966 3.197
H -5.148 -1.890 3.032
*
```

⟨S²⟩	6.014
F_max	9.7	eV Å⁻¹
relative energy (zero: lowest compared OMol25 entry of this formula, charge and spin)	0.0	kcal/mol
total energy	-57111.620	eV
orbital gap (alpha / beta)	0.1888 / 0.2182	Ha
highest occupied orbital energy (alpha / beta)	-6.90 / -11.31	eV

=====

# C24H25As2N3O8Ti

A structure of composition C24H25As2N3O8Ti (ωB97M-V with the def2-TZVPD basis set, the Open Molecules 2025 dataset).

```
! wB97M-V def2-TZVPD RIJCOSX def2/J DEFGRID3
* xyz -2 3
Ti -1.320 -0.346 0.115
O 1.806 -2.539 -1.514
C 0.721 -2.018 -1.242
O 0.569 -0.982 -0.458
C -0.570 -2.495 -1.795
C -0.757 -3.466 -2.756
C -2.039 -3.727 -3.240
C -3.124 -2.947 -2.746
C -2.887 -2.005 -1.791
N -1.639 -1.794 -1.284
C -3.898 -1.050 -1.198
O -5.087 -1.104 -1.508
O -3.363 -0.227 -0.359
H 0.115 -3.995 -3.121
H -2.202 -4.484 -3.997
H -4.136 -3.066 -3.112
C 1.875 -1.195 2.565
As 2.347 0.515 1.736
C 3.328 1.223 3.301
C 3.932 -0.113 0.727
C 4.912 -0.884 1.354
C 6.022 -1.348 0.670
C 6.170 -1.045 -0.677
C 5.205 -0.282 -1.312
C 4.086 0.192 -0.628
As 2.740 1.277 -1.584
C 2.614 0.173 -3.207
C 4.035 2.579 -2.334
H 2.759 -1.708 2.949
H 1.376 -1.814 1.822
H 1.189 -0.998 3.390
H 4.003 0.489 3.745
H 2.575 1.511 4.036
H 3.897 2.108 3.012
H 4.801 -1.139 2.402
H 6.763 -1.953 1.181
H 7.027 -1.411 -1.232
H 5.326 -0.062 -2.367
H 3.572 0.094 -3.724
H 1.888 0.635 -3.878
H 2.267 -0.819 -2.915
H 4.889 2.086 -2.802
H 4.392 3.234 -1.539
H 3.520 3.188 -3.080
O -0.655 1.378 3.732
C -1.026 0.691 2.801
O -1.144 1.088 1.566
C -1.383 -0.830 2.972
O -1.482 -1.322 4.082
O -1.520 -1.424 1.840
N -2.326 2.911 -0.250
C -1.961 2.405 -1.461
C -2.345 3.050 -2.652
C -1.886 2.568 -3.852
C -1.033 1.465 -3.871
C -0.723 0.878 -2.664
N -1.189 1.310 -1.485
H -3.233 3.342 -0.204
H -2.052 2.366 0.568
H -2.987 3.920 -2.599
H -2.181 3.051 -4.777
H -0.646 1.054 -4.791
H -0.092 -0.001 -2.618
*
```

⟨S²⟩	2.022
F_max	0.5	eV Å⁻¹
relative energy (zero: lowest compared OMol25 entry of this formula, charge and spin)	0.0	kcal/mol
total energy	-190944.151	eV
orbital gap (alpha / beta)	0.1565 / 0.2802	Ha
highest occupied orbital energy (alpha / beta)	0.26 / -3.11	eV

=====

# C5H13N3O2

A cluster of 2 separate species, C5H13N3O2 in total in a non-equilibrium geometry (ωB97M-V with the def2-TZVPD basis set, the Open Molecules 2025 dataset).

```
! wB97M-V def2-TZVPD RIJCOSX def2/J DEFGRID3
* xyz 2 1
C 2.358 1.229 -0.671
C 1.537 0.472 0.041
C -1.523 -0.076 -0.545
C -3.456 0.943 -1.497
C 1.107 -0.838 2.063
N -1.460 -1.354 -0.559
N -2.081 0.963 -0.966
N 1.974 -0.702 0.897
O 3.583 1.656 -0.328
O 0.220 -1.884 1.748
H 1.970 1.861 -1.436
H -3.313 1.274 -2.493
H -4.042 1.714 -0.931
H -3.909 0.041 -1.341
H 1.736 -1.010 2.877
H 0.593 0.064 2.235
H -0.868 -1.961 0.116
H -1.766 -1.737 -1.428
H -1.583 1.800 -0.629
H 1.818 -1.605 0.311
H 2.928 -0.617 1.093
H 3.984 2.344 -0.898
H 0.195 -2.580 2.341
*
```

F_max	4.5	eV Å⁻¹
relative energy (zero: lowest compared OMol25 entry of this formula, charge and spin)	103.4	kcal/mol
total energy	-13938.130	eV
orbital gap (alpha / beta)	0.2706 / 0.3435	Ha
highest occupied orbital energy (alpha / beta)	-16.60 / -17.55	eV

=====

# C17H16F5GeN3OOsS

A structure of composition C17H16F5GeN3OOsS (ωB97M-V with the def2-TZVPD basis set, the Open Molecules 2025 dataset).

```
! wB97M-V def2-TZVPD RIJCOSX def2/J DEFGRID3
* xyz -2 5
Os 0.263 -0.500 0.428
F -6.073 1.320 2.785
C -5.027 0.544 2.436
C -4.420 0.696 1.203
F -4.882 1.631 0.354
C -3.352 -0.106 0.853
F -2.839 0.075 -0.369
C -2.833 -1.090 1.699
S -1.474 -2.099 1.260
C -3.482 -1.215 2.926
F -3.071 -2.128 3.821
C -4.553 -0.422 3.298
F -5.142 -0.586 4.499
N 1.252 -2.239 -0.389
C 1.940 -3.158 -0.529
C 2.760 -4.274 -0.733
C 2.214 -5.575 -0.764
N 1.792 -6.653 -0.797
C 4.148 -4.110 -0.933
N 5.288 -3.998 -1.098
C -0.922 2.717 0.256
O -0.463 2.324 1.522
C -0.479 0.936 1.730
C -0.419 0.708 3.217
H -2.011 2.598 0.180
H -0.448 2.128 -0.532
H -0.665 3.771 0.120
H -0.840 1.567 3.753
H 0.609 0.556 3.583
H -0.974 -0.190 3.505
C 0.758 1.984 -3.113
Ge 2.119 0.973 -2.079
C 3.779 2.042 -2.269
C 2.399 -0.661 -3.141
C 1.691 0.706 -0.233
H 1.089 2.126 -4.145
H 0.575 2.964 -2.667
H -0.187 1.436 -3.121
H 4.013 2.218 -3.322
H 4.617 1.516 -1.809
H 3.666 3.008 -1.772
H 2.636 -0.397 -4.175
H 1.500 -1.277 -3.131
H 3.218 -1.255 -2.734
H 2.229 1.392 0.427
*
```

⟨S²⟩	6.017
F_max	0.5	eV Å⁻¹
relative energy (zero: lowest compared OMol25 entry of this formula, charge and spin)	0.0	kcal/mol
total energy	-107807.510	eV
orbital gap (alpha / beta)	0.1614 / 0.2282	Ha
highest occupied orbital energy (alpha / beta)	0.19 / -1.65	eV

=====

# C4H9N2O4S

A cluster of 2 separate species, C4H9N2O4S in total in a non-equilibrium geometry (ωB97M-V with the def2-TZVPD basis set, the Open Molecules 2025 dataset).

```
! wB97M-V def2-TZVPD RIJCOSX def2/J DEFGRID3
* xyz -1 1
C 0.448 1.278 1.635
C 1.326 0.132 -1.845
C -1.138 0.349 -1.175
C 0.187 -0.341 -0.898
N -0.725 1.556 1.325
N 0.722 -0.286 0.437
O 0.824 -1.353 2.662
O 1.462 1.584 2.117
O -1.394 -1.312 1.689
O 0.399 -2.754 0.597
S 0.214 -1.501 1.335
H 1.073 -0.249 -2.934
H 1.319 1.257 -1.911
H 2.359 -0.332 -1.470
H -1.264 0.334 -2.216
H -1.231 1.400 -0.856
H -1.932 -0.258 -0.630
H 0.088 -1.479 -1.003
H -1.590 -0.413 1.417
H -1.146 2.390 1.725
*
```

F_max	2.8	eV Å⁻¹
relative energy (zero: lowest compared OMol25 entry of this formula, charge and spin)	16.1	kcal/mol
total energy	-26299.506	eV
orbital gap	0.3226	Ha
highest occupied orbital energy	-5.11	eV